{"formula": "C2H8NS", "method": "ωB97M-V/def2-TZVPD", "e_above_lowest_kj_mol": 127.24, "orbital_gap_ev": 6.3, "homo_ev": -2.4, "total_energy_ev": -14528.7747, "charge": -1, "e_lumo_ev": 3.86, "species": ["S", "H", "C", "H", "H", "H", "H", "H", "H", "C", "H", "N"], "coordinates": [[-1.3685, 0.7188, -2.9052], [0.7657, 1.6003, 1.0994], [0.6607, -1.1199, 0.8032], [0.5901, -2.2274, 0.4721], [-0.7391, 1.1406, 1.4933], [1.8280, -1.0217, 0.8043], [0.0277, -1.1628, 1.7660], [-0.4199, 1.8569, -0.1141], [-0.6052, -0.3119, -3.2891], [-0.0606, 1.1380, 0.5778], [-0.7503, -0.4566, -0.6010], [0.0715, -0.1540, -0.1069]], "atomic_forces_ev_per_a": [[-0.344, 0.092, -0.103], [1.407, -0.577, -0.609], [0.109, -2.162, -0.386], [-0.272, 1.704, -0.173], [-0.197, -0.435, -0.927], [-2.125, 0.354, 0.962], [1.705, 0.328, -0.456], [-0.514, 0.606, -0.712], [0.106, -0.064, -0.010], [-1.518, -0.675, 0.941], [-0.303, 0.364, -0.266], [1.944, 0.464, 1.739]], "mulliken_charge": [-0.887, 0.317, -0.808, 0.257, 0.261, 0.219, 0.273, 0.280, -0.047, -0.840, 0.166, -0.193]}